<i>
Computed, not measured: the molecule C4H8N2OS, with ωB97M-V/def2-TZVPD.

Its SMILES is C[C@@](O)(C=S)/C=N/N. The calculation puts the orbital gap at 8.34 eV.

Structure (XYZ):
```
16
Properties=species:S:1:pos:R:3:nbo_charge:R:1
C 1.6815 0.8560 -0.6480 -0.6254
C 0.1929 0.9498 -0.1864 0.1106
O 0.2863 1.7638 0.9580 -0.6497
C -0.6625 1.5470 -1.2513 -0.2988
S -1.1584 1.2941 -2.7388 0.0883
C -0.5043 -0.3944 0.2301 0.0110
N -0.6324 -0.6395 1.4707 -0.1890
N -1.1165 -1.9053 1.7753 -0.6856
H 1.7884 0.2458 -1.5675 0.2289
H 2.2560 0.5162 0.1480 0.2254
H 2.0455 1.8542 -0.8864 0.2052
H 0.9194 2.2437 0.6508 0.4456
H -1.2876 2.3198 -0.7379 0.2039
H -0.7226 -1.0330 -0.5654 0.1614
H -1.5747 -2.2393 1.0075 0.3617
H -0.4981 -2.2724 2.5359 0.4065
```

=====

<ii>
Computed, not measured: the molecule C4H8N2OS, with ωB97M-V/def2-TZVPD.

Its SMILES is CN(C)N(C=O)C=S. The calculation puts the orbital gap at 8.75 eV.

Structure (XYZ):
```
16
Properties=species:S:1:pos:R:3:nbo_charge:R:1
C -0.0064 1.0866 -1.3371 -0.4169
N -0.0390 -0.1802 -0.6158 -0.2727
C 1.1464 -1.0194 -0.7675 -0.4190
N -0.5002 -0.0853 0.6846 -0.3224
C -1.7489 -0.7193 0.9330 0.5541
O -2.3937 -1.2954 0.1191 -0.5060
C 0.1446 0.5384 1.7130 -0.0941
S 1.5669 1.3238 1.7055 -0.0574
H 0.0754 0.8185 -2.3748 0.2084
H 0.7988 1.7722 -1.0422 0.1943
H -0.9591 1.5981 -1.1640 0.2066
H 2.1118 -0.5664 -0.4223 0.1926
H 1.0116 -1.9286 -0.2361 0.2072
H 1.2404 -1.2214 -1.8690 0.2082
H -2.0273 -0.5985 2.0037 0.1149
H -0.4213 0.4770 2.6699 0.2022
```

=====

<ii> is the most stable structure; the next one sits 0.0865 hartree above it.

=====

<i>
Computed, not measured: the molecule C4H8N2OS, with ωB97M-V/def2-TZVPD.

Its SMILES is COC(/C=N\S)=C/N. The calculation puts the orbital gap at 8.05 eV.

Structure (XYZ):
```
16
Properties=species:S:1:pos:R:3:nbo_charge:R:1
C -0.1488 2.2256 0.4882 -0.2953
O 0.1956 1.0052 -0.4737 -0.5206
C -0.6228 -0.0108 -0.1766 0.1041
C -0.0491 -1.1902 0.3021 -0.0072
N 1.2205 -1.5104 0.3890 -0.4825
S 2.2784 -0.1146 -0.1861 0.0934
C -2.0355 0.0801 -0.2635 0.0276
N -3.1366 -0.8033 -0.0510 -0.8404
H -1.4031 2.4629 0.6143 0.2006
H 0.2784 3.2234 0.2775 0.2103
H 0.3400 1.9922 1.5474 0.2097
H -0.6294 -2.0837 0.5863 0.1897
H 3.2665 -1.0872 -0.1803 0.0949
H -2.2941 1.0944 -0.8704 0.2023
H -4.1253 -0.4643 0.0869 0.4156
H -2.9024 -1.7780 0.2387 0.3979
```

=====

<ii>
Computed, not measured: the molecule C4H8N2OS, with ωB97M-V/def2-TZVPD.

Its SMILES is [H]/N=C(\N)S[C@H](C)C=O. The calculation puts the orbital gap at 9.60 eV.

Structure (XYZ):
```
16
Properties=species:S:1:pos:R:3:nbo_charge:R:1
H -1.7433 -1.5125 -1.2057 0.3355
N -1.1781 -0.8747 -0.5952 -0.7161
C -0.0743 -0.6815 -1.3115 0.2618
N 0.0436 -1.2115 -2.6933 -0.8590
S 1.2258 0.3958 -0.8311 0.2990
C 0.8811 0.7598 0.8468 -0.4751
C 0.5668 -0.2851 1.9140 -0.6354
C -0.5114 1.6800 0.9200 0.4568
O -1.3080 1.8124 1.8151 -0.5128
H -0.8468 -1.3996 -3.1250 0.3827
H 0.7096 -0.6685 -3.3996 0.3960
H 1.6919 1.4132 1.1572 0.2507
H 0.1702 0.3071 2.7037 0.2357
H -0.2655 -0.9979 1.5701 0.2557
H 1.4327 -0.9057 2.1982 0.2124
H -0.7944 2.1686 0.0361 0.1122
```

=====

<iii>
Computed, not measured: C4H8N2OS as an isolated structure, with ωB97M-V/def2-TZVPD.

The calculation puts the orbital gap at 7.93 eV.

Structure (XYZ):
```
16
Properties=species:S:1:pos:R:3:nbo_charge:R:1
C -1.4420 0.8155 -0.3143 0.0651
C -0.2756 0.1623 -0.0959 -0.2436
C -0.0578 -1.2089 -0.5121 -0.1021
C 0.6584 0.7822 0.8658 0.1151
H -3.1859 0.9913 -1.6104 0.4170
H -1.8998 -0.2082 -2.2542 0.3740
H -1.5771 1.7947 0.2517 0.2083
H -0.4526 -2.0432 0.3489 0.1875
H -0.8257 -1.3867 -1.2640 0.1832
H 1.8173 -1.3289 -0.5585 0.4744
H 0.1448 1.5429 1.6054 0.1494
H 3.5950 -0.0892 2.3234 0.1472
N -2.3494 0.3676 -1.0877 -0.7774
N 1.9036 0.4418 0.9876 -0.5714
O 1.2555 -1.6121 -1.2400 -0.7097
S 2.6913 0.9791 2.5542 0.0828
```

=====

<iv>
Computed, not measured: C4H8N2OS as an isolated structure, with ωB97M-V/def2-TZVPD.

The calculation puts the orbital gap at 8.79 eV.

Structure (XYZ):
```
16
Properties=species:S:1:pos:R:3:nbo_charge:R:1
C 1.4286 -0.8093 0.9116 -0.4242
C 1.5200 1.4654 0.2714 -0.4524
C -1.4312 0.2545 0.2039 0.3694
C -2.5157 -1.0220 -1.6448 0.0236
H 0.6187 -1.5241 1.2823 0.1970
H 1.9011 -1.2269 0.0911 0.1966
H 2.2540 -0.6580 1.5250 0.2066
H 1.9306 2.3892 1.1204 0.2049
H 2.8043 0.9097 -0.1359 0.1732
H 0.7449 2.2157 -0.5904 0.2529
H -1.7315 0.1917 1.3477 0.2212
H -1.5035 -1.6279 -1.9217 0.2280
N 0.6651 0.4664 0.8673 -0.3506
N -0.2395 0.2873 -0.4273 -0.3320
O -2.4318 -0.1815 -0.5495 -0.5255
S -4.0144 -1.1303 -2.3511 0.0112
```

=====

<ii> is the most stable structure; the next one sits 0.1126 hartree above it.

=====

<i>
Computed, not measured: the molecule C4H8N2OS, with ωB97M-V/def2-TZVPD.

Its SMILES is [H]/N=C1/NOC[C@@H](C)S1. The calculation puts the orbital gap at 9.80 eV.

Structure (XYZ):
```
16
Properties=species:S:1:pos:R:3:nbo_charge:R:1
H 1.5292 0.3941 2.6753 0.3484
N 0.5335 0.1458 2.6093 -0.6777
C 0.2399 -0.1146 1.4039 0.2464
N -1.0509 -0.5029 1.0873 -0.3648
O -1.6647 0.0714 -0.0075 -0.3795
C -1.1754 -0.5902 -1.1628 -0.0838
C 0.2474 -0.0934 -1.4508 -0.3412
C 0.2787 1.2813 -2.0323 -0.6207
S 1.3188 -0.2053 0.0394 0.2101
H -1.7221 -0.2671 1.8837 0.3863
H -1.8633 -0.2498 -1.9438 0.2000
H -1.2333 -1.6948 -1.0195 0.1989
H 0.7400 -0.7247 -2.1251 0.2198
H -0.2771 1.2375 -2.9965 0.2117
H -0.2075 1.9846 -1.3352 0.2218
H 1.3280 1.6352 -2.1322 0.2243
```

=====

<ii>
Computed, not measured: the molecule C4H8N2OS, with ωB97M-V/def2-TZVPD.

Its SMILES is [H]/N=C1/NO[C@H](CC)S1. The calculation puts the orbital gap at 9.72 eV.

Structure (XYZ):
```
16
Properties=species:S:1:pos:R:3:nbo_charge:R:1
H 2.1773 1.9523 -2.7938 0.3405
N 2.6684 1.5504 -1.9944 -0.6735
C 1.7039 1.2149 -1.2561 0.2349
N 1.9531 0.6601 0.0362 -0.3390
O 0.9075 -0.1213 0.4588 -0.3856
C -0.3596 0.4328 0.0231 -0.0328
C -1.3339 -0.7352 0.1229 -0.4372
C -1.5697 -1.1940 1.5712 -0.6152
S 0.0133 1.0573 -1.6548 0.2156
H 2.8667 0.1101 -0.0631 0.3945
H -0.6923 1.2295 0.7106 0.1947
H -0.9149 -1.6551 -0.4346 0.2222
H -2.3477 -0.5031 -0.3355 0.2209
H -2.3442 -0.4285 2.1546 0.2084
H -0.5893 -1.3616 2.0873 0.2312
H -2.1385 -2.2087 1.3675 0.2204
```

=====

<iii>
Computed, not measured: the molecule C4H8N2OS, with ωB97M-V/def2-TZVPD.

The calculation puts the orbital gap (alpha / beta) at 7.82 / 7.63 eV.

Structure (XYZ):
```
16
Properties=species:S:1:pos:R:3:nbo_charge:R:1
C -1.1786 1.7003 -0.4276 0.3755
C -0.0887 -0.3918 -1.7383 -0.5060
C 0.6860 -0.3421 -0.4159 -0.1064
C -0.0253 -1.2809 0.6428 -0.6481
N 0.8914 0.9431 0.1818 -0.2628
N 0.8534 1.0087 1.5279 -0.6203
O -1.7644 2.4260 0.2770 -0.5144
S -1.5583 0.6740 -1.7213 0.2614
H 0.7130 -0.1397 -2.4922 0.2308
H -0.4861 -1.2954 -1.9642 0.2250
H 1.5657 -0.9959 -0.6605 0.2098
H 0.1399 -2.3999 0.5232 0.2194
H -1.2076 -1.1341 0.5592 0.2073
H 0.2235 -1.1474 1.7272 0.2006
H 0.8356 1.9520 1.7758 0.3715
H 0.4005 0.4231 2.2052 0.3566
```

=====

<i> is the most stable structure; the next one sits 0.0245 hartree above it.

=====

<i>
Computed, not measured: the molecule C5H6N2O2, with ωB97M-V/def2-TZVPD.

Its SMILES is O=C1C=NNCCC1=O. The calculation puts the orbital gap at 8.87 eV.

Structure (XYZ):
```
15
Properties=species:S:1:pos:R:3:nbo_charge:R:1
O 2.3376 1.5872 0.4657 -0.4702
C 1.3617 1.0094 0.0557 0.4163
C 0.0992 1.7902 -0.2983 -0.1345
N -1.1214 1.4703 -0.5334 -0.1625
N -1.5962 0.2282 -0.3821 -0.4148
C -0.9724 -0.6938 0.5684 -0.2566
C 0.2094 -1.4137 -0.0333 -0.5290
C 1.4097 -0.5192 -0.2714 0.4954
O 2.4807 -0.9027 -0.6789 -0.4722
H 0.3582 2.8597 -0.4303 0.2114
H -2.6109 0.2144 -0.4285 0.3863
H -0.7528 -0.1661 1.5168 0.2027
H -1.7533 -1.4220 0.8549 0.2226
H 0.6229 -2.2033 0.5978 0.2545
H -0.0724 -1.8386 -1.0031 0.2506
```

=====

<ii>
Computed, not measured: a 2-piece molecular cluster, C5H6N2O2 overall, with ωB97M-V/def2-TZVPD.

The calculation puts the orbital gap at 7.72 eV.

Structure (XYZ):
```
15
Properties=species:S:1:pos:R:3:nbo_charge:R:1
C -1.2295 -0.3127 0.0954 0.3331
C 0.1644 -0.0536 0.1577 -0.2706
C 1.5287 -0.8698 0.3228 -0.0798
C 0.3798 1.4182 -0.0735 0.5089
C -1.1273 1.9310 -0.2721 0.0410
H -2.9908 -1.2324 -0.0999 0.3861
H -1.5562 -2.4213 0.4273 0.3505
H 1.4111 -1.9861 0.0302 0.1855
H 1.7123 -0.7086 1.3418 0.1873
H 3.1403 0.0914 -0.1374 0.4742
H -1.2418 3.0976 -0.4014 0.2160
N -1.9214 -1.3995 -0.5340 -0.7250
N -2.0759 0.9816 -0.0702 -0.4182
O 2.4131 -0.5948 -0.7002 -0.6811
O 1.3930 2.0587 -0.0864 -0.5080
```

=====

<iii>
Computed, not measured: C5H6N2O2 as an isolated structure, with ωB97M-V/def2-TZVPD.

The calculation puts the orbital gap at 10.00 eV.

Structure (XYZ):
```
15
Properties=species:S:1:pos:R:3:nbo_charge:R:1
C -1.3342 0.0519 -0.4311 0.7696
C 0.8186 -0.8670 -0.4303 0.0097
C 0.1650 -0.8620 1.0420 -0.4063
C -0.7776 0.3095 0.8643 -0.2316
C 1.3798 0.3206 -0.9444 0.0044
H 1.3156 -1.6851 -0.9721 0.2374
H -0.4878 -1.8520 0.9589 0.2314
H 0.9051 -1.0682 1.8679 0.2454
H -1.5078 0.5728 1.5333 0.2470
H -0.9619 2.1603 0.1448 0.3807
H 2.2021 0.2195 -1.5894 0.1988
N 0.0731 1.5063 0.5646 -0.4749
N 1.1384 1.5388 -0.6175 -0.1457
O -2.3817 0.5051 -0.9473 -0.5771
O -0.5467 -0.8506 -1.0436 -0.4887
```

=====

<iv>
Computed, not measured: a 3-piece molecular cluster, C5H6N2O2 overall, with ωB97M-V/def2-TZVPD.

The calculation puts the orbital gap at 8.94 eV.

Structure (XYZ):
```
15
Properties=species:S:1:pos:R:3:nbo_charge:R:1
C -0.7463 -1.8912 0.6188 -0.6440
C 0.2800 -1.1436 -0.2370 0.1489
C 1.3797 -1.3707 -0.9405 -0.3651
C 2.0388 -0.1405 -1.0220 -0.0061
C -0.9784 0.8283 0.5094 0.9092
H -1.0087 -3.0023 -0.3903 0.1989
H -1.8007 -1.1311 0.7736 0.3392
H 0.3594 -2.1899 1.8912 0.2046
H 1.6429 -2.2013 -1.7801 0.2559
H 2.7648 0.0763 -1.8745 0.2253
H -1.8766 2.3876 0.3520 0.5020
N 1.3774 0.9041 -0.4360 -0.2258
N 0.2023 0.3168 0.0865 -0.3061
O -0.8726 2.1043 0.4326 -0.6352
O -2.0001 0.3734 0.8052 -0.6017
```

=====

<i> is the most stable structure; the next one sits 0.0980 hartree above it.

=====

<i>
Computed, not measured: an isolated ion of composition C4H9N2OS and charge +1, with ωB97M-V/def2-TZVPD.

The calculation puts the orbital gap at 10.24 eV. As for the charge: +1.

Structure (XYZ):
```
17
Properties=species:S:1:pos:R:3:nbo_charge:R:1
C 0.6540 0.0468 -0.0514 0.4548
C -1.5460 0.0508 -0.3802 -0.2324
C -1.0619 1.5227 -0.3229 -0.2508
C -0.3035 -2.1178 0.2241 -0.4118
N -0.3560 -0.7267 -0.0678 -0.3624
N 0.3812 1.3695 -0.2207 -0.5829
O 3.0502 0.7258 1.1197 -0.7924
S 2.5345 -0.6444 0.3421 0.5819
H -2.2524 -0.1826 0.3901 0.2346
H -2.0327 -0.2838 -1.3859 0.2344
H -1.4084 2.3791 -1.0518 0.2675
H -1.3352 1.8985 0.7086 0.2210
H 0.7447 -2.3955 0.4310 0.2345
H -0.8568 -2.3230 1.1484 0.2378
H -0.6516 -2.6292 -0.6771 0.2358
H 1.0536 1.9983 -0.6369 0.4377
H 3.3865 1.3115 0.4306 0.4925
```

=====

<ii>
Computed, not measured: an isolated ion of composition C4H9N2OS and charge +1, with ωB97M-V/def2-TZVPD.

The calculation puts the orbital gap at 7.63 eV. As for the charge: +1.

Structure (XYZ):
```
17
Properties=species:S:1:pos:R:3:nbo_charge:R:1
C -1.6716 -0.9314 0.3349 0.2984
C -0.1250 0.5075 0.9539 -0.2366
C 2.3697 -0.5408 0.2996 0.0592
C -1.8556 1.3749 -0.6329 -0.4808
N -1.3164 0.3740 0.3276 -0.4969
N 3.4772 -0.7371 -0.3448 -0.6683
O -2.6778 -1.1940 -0.5406 -0.6645
S 1.2654 0.5860 -0.3964 0.3370
H 0.0098 1.4513 1.6240 0.2425
H 0.0982 -0.4288 1.5297 0.2575
H 2.0165 -0.9416 1.2377 0.2556
H -2.9743 1.3241 -0.4100 0.2566
H -1.5382 2.4279 -0.5671 0.2405
H -1.6627 0.9827 -1.7479 0.2324
H -2.9476 -2.0221 -0.2520 0.5054
H 3.9721 -1.5819 -0.0734 0.4245
H 3.5600 -0.6505 -1.3423 0.4374
```

=====

<i> is the most stable structure; the next one sits 0.0553 hartree above it.

=====

<i>
Computed, not measured: an isolated ion of composition C4H9N2OS and charge +1, with ωB97M-V/def2-TZVPD.

Its SMILES is C[C@@H](C=[NH2+])/C(O)=N/S. The calculation puts the orbital gap (alpha / beta) at 7.53 / 7.53 eV. As for the charge: +1.

Structure (XYZ):
```
17
Properties=species:S:1:pos:R:3:nbo_charge:R:1
C 0.4884 -1.1599 -1.7603 -0.5914
C 0.1006 -0.9187 -0.2877 -0.3469
C 1.1413 -0.4596 0.6136 0.3144
N 1.1573 -0.5372 1.9143 -0.6244
C -0.7548 0.4739 -0.1591 0.5130
O -1.6484 0.3082 0.8073 -0.6962
N -0.7159 1.5405 -0.8648 -0.6169
S -1.4246 3.0005 -0.9004 0.3791
H 1.2544 -0.4328 -1.9297 0.2227
H -0.4263 -1.2048 -2.2719 0.2461
H 1.1075 -2.1255 -1.9788 0.2426
H -0.7390 -1.6024 -0.1048 0.2889
H 1.8643 0.1415 0.2291 0.2225
H 0.4527 -1.1139 2.3731 0.4343
H 1.7450 0.0295 2.5033 0.4410
H -1.5388 0.9407 1.5026 0.4937
H -2.0638 3.1201 0.3141 0.0775
```

=====

<ii>
Computed, not measured: C4H9N2OS as an isolated structure, with ωB97M-V/def2-TZVPD.

The calculation puts the orbital gap at 9.65 eV. As for the charge: +1.

Structure (XYZ):
```
17
Properties=species:S:1:pos:R:3:nbo_charge:R:1
C 0.9406 -0.3681 0.1901 0.4942
C -1.2503 -0.7044 0.7853 0.0403
C 2.3697 0.1245 0.3887 -0.6678
C -1.8185 1.1821 -0.8716 -0.8231
N 0.5779 -1.2726 -0.6845 -0.1885
N -0.0583 -0.0375 1.0182 -0.6518
O -0.6882 -1.6335 -0.7418 -0.3947
S -2.6629 0.0952 0.2626 0.4516
H -1.5466 -1.5745 1.4591 0.2586
H 3.0288 -0.3369 -0.3040 0.2605
H 2.5487 0.0575 1.4416 0.2597
H 2.5331 1.1393 0.0967 0.2656
H -2.4389 2.1599 -0.9882 0.2734
H -1.8968 0.5836 -1.9065 0.2746
H -0.8253 1.5284 -0.4742 0.2302
H 1.2150 -1.7833 -1.3288 0.4406
H -0.0281 0.8403 1.6574 0.4765
```

=====

<iii>
Computed, not measured: an isolated ion of composition C4H9N2OS and charge +1, with ωB97M-V/def2-TZVPD.

Its SMILES is CN1C(=O)C[NH2+][C@H]1S. The calculation puts the orbital gap at 9.99 eV. As for the charge: +1.

Structure (XYZ):
```
17
Properties=species:S:1:pos:R:3:nbo_charge:R:1
C -0.9599 -1.8376 0.3714 -0.4393
N -0.7727 -0.4816 -0.0303 -0.3902
C -1.4399 0.5809 0.5207 0.6345
O -2.5372 0.4818 1.0351 -0.5225
C -0.6257 1.8423 0.3169 -0.3207
N 0.5599 1.5308 -0.4730 -0.5357
C 0.8620 0.0645 -0.3268 -0.0824
S 1.8840 -0.2200 1.1032 0.0591
H -2.0078 -1.7814 0.4756 0.2645
H -0.4664 -2.5124 -0.3832 0.2180
H -0.3972 -2.1966 1.2271 0.2167
H -1.1781 2.5764 -0.2456 0.2680
H -0.2735 1.9967 1.2724 0.2550
H 0.4641 1.8778 -1.4848 0.4609
H 1.4441 1.9496 -0.1824 0.4584
H 1.1124 -0.4992 -1.2394 0.2714
H 2.9917 -0.5538 0.3119 0.1843
```

=====

<iv>
Computed, not measured: an isolated ion of composition C4H9N2OS and charge +1, with ωB97M-V/def2-TZVPD.

The calculation puts the orbital gap at 8.45 eV. As for the charge: +1.

Structure (XYZ):
```
17
Properties=species:S:1:pos:R:3:nbo_charge:R:1
C -0.4786 0.8000 0.3537 0.3608
C -0.0783 -1.2898 -0.6619 -0.2566
C 1.9530 0.4267 -0.3222 0.0014
C -2.2463 -0.9370 0.1524 -0.4313
N -0.8946 -0.3934 0.0440 -0.4419
N 2.7189 1.0988 0.5105 -0.6877
O -1.3884 1.7025 0.7517 -0.6640
S 1.7236 -1.2562 -0.1210 0.3504
H -0.4222 -2.2260 -0.4557 0.2292
H 0.0581 -1.1124 -1.7682 0.2356
H 1.4570 1.1239 -1.0808 0.2694
H -2.4461 -1.0783 1.1892 0.2300
H -3.0088 -0.2486 -0.2253 0.2407
H -2.2731 -1.8600 -0.2897 0.2100
H -1.0663 2.5789 0.5646 0.5133
H 2.9175 2.0470 0.3276 0.4160
H 3.4746 0.6241 1.0312 0.4247
```

=====

<iii> is the most stable structure; the next one sits 0.0161 hartree above it.